Density functional theory data (ωB97M-V/def2-TZVPD) for the molecule C4H6O.

The geometry in ORCA input format:
```
! wB97M-V def2-TZVPD RIJCOSX def2/J DEFGRID3
* xyz 0 1
C 1.392 -0.215 1.402
O 0.229 -0.655 0.686
C 0.021 0.018 -0.425
C -1.146 0.158 -1.134
C -2.270 -0.678 -1.234
H 2.296 -0.403 0.814
H 1.425 -0.775 2.335
H 1.312 0.856 1.620
H -1.051 1.123 -1.639
H 0.871 0.629 -0.739
H -3.078 -0.059 -1.685
*
```

Output
E_LUMO (spin up / spin down), eV: -0.474 / -0.474
ΔE to the lowest compared entry with this formula, charge and spin, kJ/mol: 409.0
Electronic energy, eV: -6287.679
Frontier orbital gap (spin up / spin down), eV: 7.33 / 7.33

Atomic charges from the natural (NBO) analysis, expressed in e, are listed below: number 1, C, carries -0.259; number 2, O, carries -0.446; number 3, C, carries 0.349; number 4, C, carries -0.519; number 5, C, carries -0.177; number 6, H, carries 0.188; number 7, H, carries 0.213; number 8, H, carries 0.189; number 9, H, carries 0.199; number 10, H, carries 0.157; number 11, H, carries 0.107

Density functional theory data (ωB97M-V/def2-TZVPD) for the molecule C4H6O at a distorted geometry.

The geometry in ORCA input format:
```
! wB97M-V def2-TZVPD RIJCOSX def2/J DEFGRID3
* xyz 0 1
C 2.108 1.570 0.579
C 0.940 1.202 0.313
C -0.930 -0.119 -0.472
C 0.422 -0.192 0.158
O 3.231 1.899 0.669
H 0.108 1.817 0.059
H -0.873 0.365 -1.487
H -1.587 0.353 0.276
H -1.531 -1.107 -0.616
H 1.180 -0.807 -0.383
H 0.188 -0.574 1.113
*
```

Output
E_LUMO, eV: 0.866
ΔE to the lowest compared entry with this formula, charge and spin, kJ/mol: 91.6
Electronic energy, eV: -6290.968
Frontier orbital gap, eV: 9.85

Atomic charges from the natural (NBO) analysis, expressed in e, are listed below: number 1, C, carries 0.711; number 2, C, carries -0.566; number 3, C, carries -0.613; number 4, C, carries -0.390; number 5, O, carries -0.464; number 6, H, carries 0.268; number 7, H, carries 0.210; number 8, H, carries 0.210; number 9, H, carries 0.220; number 10, H, carries 0.209; number 11, H, carries 0.206

Density functional theory data (ωB97M-V/def2-TZVPD) for the molecule C4H6O at a distorted geometry.

The geometry in ORCA input format:
```
! wB97M-V def2-TZVPD RIJCOSX def2/J DEFGRID3
* xyz 0 1
C 1.171 -0.240 -1.324
C 0.260 -0.364 -0.321
O 0.102 -1.694 0.240
C -0.619 0.765 0.153
C -1.056 0.760 1.443
H 1.973 -0.939 -1.510
H 1.295 0.777 -1.686
H 0.309 -2.297 -0.493
H -0.721 1.687 -0.485
H -1.431 -0.132 1.987
H -1.281 1.677 1.996
*
```

Output
E_LUMO, eV: 0.739
ΔE to the lowest compared entry with this formula, charge and spin, kJ/mol: 141.4
Electronic energy, eV: -6290.452
Frontier orbital gap, eV: 9.46

Atomic charges from the natural (NBO) analysis, expressed in e, are listed below: number 1, C, carries -0.510; number 2, C, carries 0.298; number 3, O, carries -0.712; number 4, C, carries -0.257; number 5, C, carries -0.356; number 6, H, carries 0.211; number 7, H, carries 0.204; number 8, H, carries 0.483; number 9, H, carries 0.227; number 10, H, carries 0.215; number 11, H, carries 0.197

Density functional theory data (ωB97M-V/def2-TZVPD) for the molecule C4H6O.

The geometry in ORCA input format:
```
! wB97M-V def2-TZVPD RIJCOSX def2/J DEFGRID3
* xyz 0 1
O -2.015 -0.002 0.084
C -0.818 -0.041 -0.050
C 0.041 1.244 -0.083
C 1.449 0.915 0.292
C -0.069 -1.349 -0.220
H -0.044 1.680 -1.088
H -0.428 1.937 0.631
H 1.377 0.561 1.346
H 1.020 -1.200 -0.224
H -0.352 -2.044 0.576
H -0.353 -1.805 -1.175
*
```

Output
E_LUMO (spin up / spin down), eV: -0.801 / -0.763
ΔE to the lowest compared entry with this formula, charge and spin, kJ/mol: 344.5
Electronic energy, eV: -6288.348
Frontier orbital gap (spin up / spin down), eV: 8.38 / 8.32

Atomic charges from the natural (NBO) analysis, expressed in e, are listed below: number 1, O, carries -0.513; number 2, C, carries 0.625; number 3, C, carries -0.701; number 4, C, carries 0.018; number 5, C, carries -0.728; number 6, H, carries 0.229; number 7, H, carries 0.262; number 8, H, carries 0.082; number 9, H, carries 0.225; number 10, H, carries 0.248; number 11, H, carries 0.253

Density functional theory data (ωB97M-V/def2-TZVPD) for the molecule C4H6O at a distorted geometry.

The geometry in ORCA input format:
```
! wB97M-V def2-TZVPD RIJCOSX def2/J DEFGRID3
* xyz 0 1
C -0.333 -0.414 -0.994
C 0.112 0.370 0.139
C 0.938 -0.371 1.251
C -0.425 0.310 1.517
H -0.886 -1.353 -0.833
H 0.503 1.286 -0.192
H 1.970 -0.075 1.648
H 0.794 -1.463 1.119
H -1.394 -0.201 1.905
H -0.497 1.365 1.872
O -0.281 0.133 -2.125
*
```

Output
E_LUMO, eV: 0.917
ΔE to the lowest compared entry with this formula, charge and spin, kJ/mol: 114.9
Electronic energy, eV: -6290.727
Frontier orbital gap, eV: 10.73

Atomic charges from the natural (NBO) analysis, expressed in e, are listed below: number 1, C, carries 0.413; number 2, C, carries -0.339; number 3, C, carries -0.405; number 4, C, carries -0.416; number 5, H, carries 0.128; number 6, H, carries 0.237; number 7, H, carries 0.242; number 8, H, carries 0.213; number 9, H, carries 0.232; number 10, H, carries 0.230; number 11, O, carries -0.535

Density functional theory data (ωB97M-V/def2-TZVPD) for the molecule C4H6O.

The geometry in ORCA input format:
```
! wB97M-V def2-TZVPD RIJCOSX def2/J DEFGRID3
* xyz 0 1
O 2.370 0.238 0.440
C 1.368 -0.550 -0.040
C 0.093 -0.245 0.120
C -0.854 0.874 -0.047
C -1.281 -0.586 -0.218
H 1.735 -1.421 -0.577
H 1.943 0.762 1.133
H -1.288 1.476 0.748
H -0.676 1.422 -0.973
H -1.886 -0.969 0.605
H -1.524 -1.002 -1.190
*
```

Output
E_LUMO, eV: 0.942
ΔE to the lowest compared entry with this formula, charge and spin, kJ/mol: 156.8
Electronic energy, eV: -6290.292
Frontier orbital gap, eV: 9.51

Atomic charges from the natural (NBO) analysis, expressed in e, are listed below: number 1, O, carries -0.673; number 2, C, carries 0.164; number 3, C, carries -0.171; number 4, C, carries -0.424; number 5, C, carries -0.415; number 6, H, carries 0.180; number 7, H, carries 0.481; number 8, H, carries 0.213; number 9, H, carries 0.217; number 10, H, carries 0.216; number 11, H, carries 0.211

Density functional theory data (ωB97M-V/def2-TZVPD) for a cluster of 2 separate species, C4H6O in total at a distorted geometry.

The geometry in ORCA input format:
```
! wB97M-V def2-TZVPD RIJCOSX def2/J DEFGRID3
* xyz 0 3
C -0.364 -0.196 -0.103
C -0.609 1.617 1.483
C -0.336 1.128 0.212
C 1.312 -2.049 -1.306
O 2.186 -2.073 -2.089
H -0.640 -0.851 0.621
H -0.226 -0.527 -1.071
H -0.588 2.684 1.600
H -1.116 1.153 2.293
H -0.084 1.929 -0.536
H 0.465 -2.816 -1.102
*
```

Output
E_LUMO (spin up / spin down), eV: 0.838 / -0.651
ΔE to the lowest compared entry with this formula, charge and spin, kJ/mol: 19.3
Electronic energy, eV: -6287.802
⟨S²⟩: 2.0338
Frontier orbital gap (spin up / spin down), eV: 8.30 / 10.03

Atomic charges from the natural (NBO) analysis, expressed in e, are listed below: number 1, C, carries -0.317; number 2, C, carries -0.329; number 3, C, carries -0.273; number 4, C, carries 0.342; number 5, O, carries -0.462; number 6, H, carries 0.175; number 7, H, carries 0.177; number 8, H, carries 0.177; number 9, H, carries 0.183; number 10, H, carries 0.208; number 11, H, carries 0.119

Density functional theory data (ωB97M-V/def2-TZVPD) for the molecule C4H6O2.

The geometry in ORCA input format:
```
! wB97M-V def2-TZVPD RIJCOSX def2/J DEFGRID3
* xyz 0 1
O -2.123 1.037 -1.319
C -0.864 1.112 -1.055
C 0.845 0.269 1.271
C 0.886 -0.538 -0.033
C -0.420 -0.370 -0.742
O -1.161 -1.277 -1.080
H -2.418 0.079 -1.291
H 0.541 1.302 1.064
H 1.829 0.294 1.746
H 0.133 -0.167 1.980
H 1.077 -1.601 0.140
H 1.676 -0.139 -0.682
*
```

Output
E_LUMO, eV: -0.601
ΔE to the lowest compared entry with this formula, charge and spin, kJ/mol: 296.4
Electronic energy, eV: -8337.389
Frontier orbital gap, eV: 8.39

Atomic charges from the natural (NBO) analysis, expressed in e, are listed below: number 1, O, carries -0.603; number 2, C, carries 0.193; number 3, C, carries -0.609; number 4, C, carries -0.508; number 5, C, carries 0.457; number 6, O, carries -0.543; number 7, H, carries 0.481; number 8, H, carries 0.229; number 9, H, carries 0.223; number 10, H, carries 0.210; number 11, H, carries 0.228; number 12, H, carries 0.242

Density functional theory data (ωB97M-V/def2-TZVPD) for a structure of composition C4H6O2 at a distorted geometry.

The geometry in ORCA input format:
```
! wB97M-V def2-TZVPD RIJCOSX def2/J DEFGRID3
* xyz 0 1
O 1.504 0.208 -1.054
C 0.376 0.156 -0.267
C 0.394 -0.152 1.264
C -0.259 -1.061 0.346
O -1.572 -0.663 -0.025
C -1.041 0.473 -0.745
H 1.976 1.029 -0.859
H 1.371 -0.393 1.640
H -0.119 0.748 1.684
H 0.016 -2.101 0.281
H -1.501 1.419 -0.436
H -1.144 0.337 -1.830
*
```

Output
E_LUMO, eV: 0.760
ΔE to the lowest compared entry with this formula, charge and spin, kJ/mol: 313.5
Electronic energy, eV: -8337.212
Frontier orbital gap, eV: 10.05

Atomic charges from the natural (NBO) analysis, expressed in e, are listed below: number 1, O, carries -0.683; number 2, C, carries 0.177; number 3, C, carries -0.474; number 4, C, carries 0.070; number 5, O, carries -0.511; number 6, C, carries -0.087; number 7, H, carries 0.474; number 8, H, carries 0.235; number 9, H, carries 0.229; number 10, H, carries 0.206; number 11, H, carries 0.173; number 12, H, carries 0.191

Density functional theory data (ωB97M-V/def2-TZVPD) for the molecule C4H6O2 at a distorted geometry.

The geometry in ORCA input format:
```
! wB97M-V def2-TZVPD RIJCOSX def2/J DEFGRID3
* xyz 0 1
O 1.275 -1.213 0.910
C 0.150 -0.334 0.924
C 0.233 1.024 0.313
C 0.126 1.057 -1.044
O -1.116 -0.588 -1.149
C -0.938 -0.968 -0.012
H 1.843 -0.927 0.182
H -0.200 -0.344 1.968
H -0.004 1.902 0.898
H -0.544 1.742 -1.560
H 0.736 0.467 -1.726
H -1.557 -1.809 0.298
*
```

Output
E_LUMO, eV: 0.471
ΔE to the lowest compared entry with this formula, charge and spin, kJ/mol: 336.4
Electronic energy, eV: -8336.974
Frontier orbital gap, eV: 8.79

Atomic charges from the natural (NBO) analysis, expressed in e, are listed below: number 1, O, carries -0.700; number 2, C, carries -0.025; number 3, C, carries -0.421; number 4, C, carries -0.226; number 5, O, carries -0.482; number 6, C, carries 0.426; number 7, H, carries 0.475; number 8, H, carries 0.201; number 9, H, carries 0.220; number 10, H, carries 0.205; number 11, H, carries 0.177; number 12, H, carries 0.150

What did the tenth record say?
Density functional theory data (ωB97M-V/def2-TZVPD) for the molecule C4H6O2 at a distorted geometry.

The geometry in ORCA input format:
```
! wB97M-V def2-TZVPD RIJCOSX def2/J DEFGRID3
* xyz 0 1
O 1.275 -1.213 0.910
C 0.150 -0.334 0.924
C 0.233 1.024 0.313
C 0.126 1.057 -1.044
O -1.116 -0.588 -1.149
C -0.938 -0.968 -0.012
H 1.843 -0.927 0.182
H -0.200 -0.344 1.968
H -0.004 1.902 0.898
H -0.544 1.742 -1.560
H 0.736 0.467 -1.726
H -1.557 -1.809 0.298
*
```

Output
E_LUMO, eV: 0.471
ΔE to the lowest compared entry with this formula, charge and spin, kJ/mol: 336.4
Electronic energy, eV: -8336.974
Frontier orbital gap, eV: 8.79

Atomic charges from the natural (NBO) analysis, expressed in e, are listed below: number 1, O, carries -0.700; number 2, C, carries -0.025; number 3, C, carries -0.421; number 4, C, carries -0.226; number 5, O, carries -0.482; number 6, C, carries 0.426; number 7, H, carries 0.475; number 8, H, carries 0.201; number 9, H, carries 0.220; number 10, H, carries 0.205; number 11, H, carries 0.177; number 12, H, carries 0.150

Q: What is the formula in the ninth record?
A: C4H6O2

What did the eighth record say?
Density functional theory data (ωB97M-V/def2-TZVPD) for the molecule C4H6O2.

The geometry in ORCA input format:
```
! wB97M-V def2-TZVPD RIJCOSX def2/J DEFGRID3
* xyz 0 1
O -2.123 1.037 -1.319
C -0.864 1.112 -1.055
C 0.845 0.269 1.271
C 0.886 -0.538 -0.033
C -0.420 -0.370 -0.742
O -1.161 -1.277 -1.080
H -2.418 0.079 -1.291
H 0.541 1.302 1.064
H 1.829 0.294 1.746
H 0.133 -0.167 1.980
H 1.077 -1.601 0.140
H 1.676 -0.139 -0.682
*
```

Output
E_LUMO, eV: -0.601
ΔE to the lowest compared entry with this formula, charge and spin, kJ/mol: 296.4
Electronic energy, eV: -8337.389
Frontier orbital gap, eV: 8.39

Atomic charges from the natural (NBO) analysis, expressed in e, are listed below: number 1, O, carries -0.603; number 2, C, carries 0.193; number 3, C, carries -0.609; number 4, C, carries -0.508; number 5, C, carries 0.457; number 6, O, carries -0.543; number 7, H, carries 0.481; number 8, H, carries 0.229; number 9, H, carries 0.223; number 10, H, carries 0.210; number 11, H, carries 0.228; number 12, H, carries 0.242

Q: Look up the electronic energy of the sixth one.
A: -6290.292 eV